Density functional theory data (ωB97M-V with the def2-TZVPD basis set) for a cluster of 16 separate species, C97H144F14N22O30S14 in total.

XYZ file:
```
321
Properties=species:S:1:pos:R:3:mulliken_charge:R:1
C -35.88 -26.00 -3.65 -0.96
C -34.84 -26.68 -4.52 -1.22
C -33.56 -25.77 -4.65 0.17
C -33.91 -24.41 -5.34 -0.84
N -32.70 -23.40 -5.24 0.51
C -32.52 -22.81 -3.83 0.66
C -32.41 -21.25 -3.94 1.67
C -32.43 -20.99 -5.42 -1.02
C -33.11 -22.21 -6.11 -0.70
C -31.35 -23.92 -5.81 -0.82
H -35.44 -25.57 -2.74 0.17
H -36.66 -26.69 -3.35 0.60
H -36.36 -25.09 -4.02 0.27
H -35.15 -26.92 -5.53 0.49
H -34.56 -27.60 -4.01 0.38
H -32.82 -26.22 -5.32 0.55
H -33.03 -25.78 -3.70 -0.26
H -34.75 -23.82 -4.97 0.37
H -34.01 -24.51 -6.42 0.48
H -31.53 -23.13 -3.49 -0.61
H -33.32 -23.14 -3.17 -0.35
H -31.55 -20.82 -3.44 -1.06
H -33.32 -20.92 -3.44 0.06
H -31.45 -20.99 -5.91 0.24
H -32.98 -20.11 -5.76 0.61
H -32.72 -22.45 -7.10 0.44
H -34.19 -22.10 -6.06 0.45
H -30.57 -23.16 -5.79 0.38
H -31.39 -24.13 -6.88 0.39
H -31.10 -24.79 -5.20 -0.14
C -23.61 -22.15 -0.27 -1.49
N -23.47 -21.33 -1.43 0.63
C -23.85 -21.75 -2.69 -0.22
C -23.66 -20.92 -3.83 -1.31
C -22.80 -19.81 -3.63 0.91
C -22.52 -19.39 -2.35 -1.04
C -22.88 -20.15 -1.28 -0.52
C -22.29 -18.99 -4.77 0.85
C -21.17 -18.21 -4.65 -0.55
C -20.76 -17.38 -5.66 -0.53
N -21.48 -17.24 -6.83 0.02
C -22.60 -17.99 -6.99 -0.24
C -23.03 -18.90 -6.01 -0.81
C -21.10 -16.22 -7.84 -0.85
H -23.62 -23.21 -0.51 0.40
H -24.51 -21.86 0.27 0.30
H -22.74 -22.08 0.38 0.67
H -24.35 -22.71 -2.75 0.68
H -23.88 -21.30 -4.81 0.71
H -21.97 -18.47 -2.23 0.59
H -22.61 -19.94 -0.25 0.67
H -20.47 -18.32 -3.83 0.54
H -19.91 -16.72 -5.54 0.49
H -23.23 -17.89 -7.86 0.40
H -23.97 -19.41 -6.14 0.52
H -21.34 -15.25 -7.43 0.36
H -21.66 -16.31 -8.77 0.34
H -20.04 -16.46 -8.01 0.38
C -28.72 -18.92 0.14 0.03
N -29.56 -18.07 -0.64 0.35
C -30.23 -18.53 -1.71 -0.19
C -30.99 -17.70 -2.54 -1.21
C -31.13 -16.33 -2.15 0.81
C -30.57 -15.91 -0.93 -0.81
C -29.67 -16.78 -0.26 -0.24
C -32.00 -15.45 -3.01 0.21
C -33.31 -15.82 -3.37 -0.48
C -34.05 -15.09 -4.32 -0.72
N -33.49 -13.99 -4.94 0.02
C -32.24 -13.56 -4.48 -0.32
C -31.48 -14.35 -3.67 -0.73
C -34.23 -13.28 -6.06 -0.82
H -28.78 -19.96 -0.19 -1.12
H -29.07 -18.77 1.16 0.28
H -27.77 -18.40 0.00 0.84
H -30.30 -19.61 -1.78 0.42
H -31.58 -17.95 -3.41 0.78
H -30.81 -14.90 -0.66 0.66
H -29.15 -16.50 0.64 0.69
H -33.79 -16.70 -2.96 0.72
H -35.08 -15.21 -4.62 0.55
H -31.89 -12.65 -4.95 0.44
H -30.43 -14.12 -3.52 0.53
H -35.18 -12.93 -5.65 0.38
H -34.49 -14.05 -6.78 0.36
H -33.81 -12.35 -6.45 0.33
C -33.23 -23.74 12.73 -0.91
N -33.45 -24.00 11.28 0.14
C -33.11 -25.21 10.75 -0.48
C -33.24 -25.37 9.37 -0.88
C -33.84 -24.28 8.60 0.52
C -34.31 -23.21 9.25 -0.34
C -34.05 -23.00 10.60 -0.58
C -33.80 -24.31 7.14 0.79
C -33.63 -23.11 6.39 -0.72
C -33.64 -23.23 4.96 -1.14
N -33.89 -24.37 4.34 0.62
C -34.26 -25.41 5.05 -0.66
C -34.11 -25.47 6.39 -0.30
C -34.07 -24.45 2.92 0.07
H -34.20 -23.65 13.22 0.37
H -32.55 -22.90 12.75 0.37
H -32.74 -24.60 13.19 0.33
H -32.70 -25.94 11.42 0.44
H -32.80 -26.23 8.88 0.40
H -34.73 -22.34 8.76 0.68
H -34.39 -22.12 11.13 0.56
H -33.47 -22.15 6.85 0.53
H -33.32 -22.43 4.31 0.99
H -34.66 -26.22 4.45 0.20
H -34.32 -26.41 6.87 1.08
H -33.44 -23.75 2.37 -0.67
H -35.13 -24.33 2.66 0.94
H -33.80 -25.43 2.53 -0.38
C -26.40 -26.25 -4.76 -0.82
N -27.38 -26.79 -3.77 0.29
C -27.02 -27.69 -2.78 -0.84
C -27.95 -28.11 -1.86 -0.64
C -29.32 -27.69 -1.92 0.46
C -29.62 -26.85 -3.01 -0.45
C -28.64 -26.40 -3.88 -0.49
C -30.34 -28.03 -0.91 0.80
C -31.64 -28.25 -1.26 -0.54
C -32.62 -28.52 -0.30 -0.77
N -32.28 -28.53 1.03 0.33
C -31.01 -28.25 1.44 -1.15
C -30.00 -28.11 0.47 -1.13
C -33.32 -28.83 2.08 -1.04
H -26.17 -27.07 -5.43 0.42
H -25.45 -26.03 -4.28 0.29
H -26.77 -25.31 -5.16 0.22
H -25.98 -28.00 -2.74 0.60
H -27.74 -28.86 -1.11 0.79
H -30.62 -26.48 -3.12 0.36
H -28.89 -25.58 -4.54 0.72
H -31.97 -28.45 -2.27 0.93
H -33.63 -28.78 -0.58 0.61
H -30.82 -28.19 2.50 1.26
H -28.97 -28.03 0.77 0.64
H -33.62 -27.95 2.64 0.15
H -32.92 -29.54 2.81 0.47
H -34.18 -29.31 1.60 0.51
C -21.14 -27.38 -2.07 -0.87
N -21.54 -26.62 -0.85 0.08
C -20.80 -25.56 -0.43 -0.54
C -21.23 -24.76 0.70 -0.80
C -22.39 -25.16 1.44 0.99
C -23.04 -26.32 0.98 -0.71
C -22.66 -26.96 -0.24 -0.65
C -22.76 -24.49 2.71 0.98
C -24.07 -24.48 3.15 -0.24
C -24.42 -23.95 4.39 -0.13
N -23.49 -23.38 5.14 0.25
C -22.20 -23.28 4.69 -0.82
C -21.78 -23.82 3.48 -0.69
C -23.79 -22.99 6.59 -1.01
H -21.77 -26.96 -2.86 0.37
H -21.13 -28.45 -1.89 0.36
H -20.13 -27.05 -2.31 0.31
H -19.97 -25.35 -1.08 0.42
H -20.64 -23.87 0.85 0.45
H -23.73 -26.85 1.61 0.67
H -23.26 -27.80 -0.53 0.65
H -24.81 -25.09 2.65 0.50
H -25.44 -23.94 4.72 0.18
H -21.50 -22.71 5.28 0.51
H -20.79 -23.78 3.07 0.69
H -23.67 -21.91 6.70 0.49
H -23.18 -23.60 7.26 0.46
H -24.81 -23.37 6.61 0.14
C -34.50 -15.87 7.54 -0.82
N -33.52 -17.02 7.69 0.10
C -33.21 -17.69 6.57 -0.80
C -32.38 -18.82 6.63 -0.69
C -32.08 -19.38 7.87 0.97
C -32.45 -18.64 9.02 -0.97
C -33.18 -17.51 8.89 -0.34
C -31.40 -20.74 7.92 0.87
C -30.72 -21.30 6.82 -0.79
C -29.99 -22.48 6.83 1.15
N -29.92 -23.19 8.02 0.72
C -30.51 -22.71 9.13 -1.22
C -31.25 -21.53 9.12 -0.69
C -29.00 -24.37 8.03 -0.90
H -34.84 -15.68 8.56 0.29
H -35.35 -16.20 6.95 0.40
H -34.02 -15.01 7.07 0.34
H -33.51 -17.28 5.61 0.66
H -32.18 -19.18 5.64 0.55
H -32.17 -18.92 10.02 0.62
H -33.52 -16.97 9.76 0.45
H -30.58 -20.68 5.94 0.23
H -29.34 -22.69 5.99 -0.38
H -30.38 -23.30 10.03 0.68
H -31.69 -21.13 10.03 0.47
H -28.48 -24.39 8.98 0.56
H -28.41 -24.38 7.11 0.02
H -29.63 -25.25 8.10 0.25
C -40.07 -20.67 -0.88 -1.34
C -38.79 -20.55 -1.71 -0.41
N -37.68 -21.57 -1.31 0.53
C -36.47 -21.11 -2.22 -1.00
C -37.35 -21.32 0.19 -1.18
C -36.34 -22.29 0.86 -0.74
C -37.87 -23.16 -1.44 0.18
C -38.42 -23.67 -2.81 -0.95
O -39.68 -23.03 -3.13 -0.35
C -40.73 -23.92 -2.92 -0.75
H -40.37 -21.71 -0.77 0.29
H -40.90 -20.10 -1.29 0.40
H -39.97 -20.15 0.07 0.39
H -38.48 -19.51 -1.70 0.51
H -39.00 -20.83 -2.74 0.50
H -36.41 -20.03 -2.09 0.44
H -36.67 -21.34 -3.27 0.53
H -35.54 -21.60 -1.95 0.11
H -38.30 -21.55 0.66 0.56
H -37.17 -20.26 0.32 0.63
H -36.10 -22.02 1.89 0.66
H -35.40 -22.29 0.31 -0.21
H -36.72 -23.32 0.89 0.33
H -38.45 -23.55 -0.60 0.64
H -36.93 -23.70 -1.33 -0.19
H -38.33 -24.76 -2.81 0.59
H -37.74 -23.36 -3.61 -0.12
H -41.56 -23.44 -3.45 0.33
H -41.01 -24.09 -1.88 0.31
H -40.60 -24.87 -3.44 0.33
C -28.74 -25.15 4.32 -0.31
C -28.17 -24.08 3.36 0.52
N -29.12 -23.54 2.24 1.00
C -30.50 -23.17 2.90 0.09
C -28.50 -22.20 1.70 2.09
C -27.17 -22.34 0.86 -1.37
C -29.49 -24.69 1.27 -1.01
C -30.47 -24.39 0.10 0.98
O -31.82 -24.46 0.61 0.88
C -32.81 -24.04 -0.29 0.48
H -28.09 -25.43 5.15 0.78
H -28.92 -26.08 3.78 -0.43
H -29.72 -25.03 4.78 -0.25
H -27.22 -24.40 2.94 -0.18
H -27.84 -23.21 3.92 -0.22
H -31.16 -22.59 2.26 -0.19
H -30.31 -22.77 3.90 -0.46
H -30.97 -24.14 3.07 0.64
H -28.33 -21.64 2.62 -0.55
H -29.27 -21.78 1.05 -0.53
H -27.23 -22.98 -0.02 -0.10
H -26.36 -22.83 1.40 0.13
H -26.90 -21.31 0.64 0.59
H -29.80 -25.58 1.84 -0.02
H -28.57 -25.05 0.82 0.54
H -30.14 -25.14 -0.62 -0.59
H -30.39 -23.45 -0.45 -0.47
H -32.60 -23.04 -0.67 -0.50
H -33.75 -24.06 0.27 -0.60
H -32.99 -24.83 -1.02 0.07
N -26.14 -29.15 5.25 -0.54
S -27.46 -28.52 5.03 1.01
O -27.82 -28.07 3.67 -0.29
O -28.08 -27.81 6.18 -0.52
F -28.42 -29.89 5.16 -0.38
S -25.36 -27.88 4.54 1.33
O -25.57 -26.56 5.07 -0.56
O -24.87 -28.06 3.15 -0.75
F -23.98 -28.26 5.30 -0.37
N -26.83 -21.93 6.00 0.34
S -26.85 -21.08 7.24 0.60
O -27.99 -20.24 7.52 -0.55
O -25.64 -20.77 7.95 -0.64
F -27.19 -22.34 8.24 -0.41
S -26.73 -20.57 4.94 0.62
O -25.65 -19.58 5.21 -0.50
O -27.94 -20.12 4.34 -0.43
F -26.12 -21.38 3.73 0.02
N -24.92 -16.59 1.76 -0.51
S -25.97 -16.94 2.75 0.98
O -25.63 -17.01 4.18 -0.57
O -27.15 -17.68 2.34 -0.35
F -26.67 -15.51 2.68 -0.37
S -24.51 -18.20 1.48 1.18
O -25.35 -18.87 0.48 -0.46
O -23.94 -18.98 2.60 -0.55
F -23.27 -17.91 0.53 -0.29
N -32.51 -18.61 1.32 -0.33
S -32.43 -20.06 1.37 0.66
O -31.67 -20.80 0.39 0.29
O -33.40 -20.79 2.15 -0.66
F -31.37 -20.05 2.55 -0.33
S -33.60 -18.68 0.06 1.22
O -35.01 -18.83 0.39 -0.61
O -33.23 -19.25 -1.22 -0.42
F -33.55 -17.11 -0.32 -0.34
N -28.18 -23.40 -4.09 0.61
S -28.24 -22.60 -2.76 -0.25
O -29.57 -22.16 -2.28 0.20
O -27.05 -22.00 -2.21 -0.08
F -28.08 -24.00 -1.92 -0.67
S -27.75 -21.99 -4.85 0.52
O -26.32 -21.77 -5.09 -0.43
O -28.66 -20.82 -4.61 -0.42
F -28.21 -22.49 -6.33 -0.32
N -36.14 -27.09 2.74 0.07
S -36.92 -28.32 3.01 0.84
O -36.46 -29.64 2.58 -0.60
O -38.33 -28.11 3.06 -0.66
F -36.54 -28.31 4.59 -0.25
S -36.49 -27.08 1.10 0.80
O -37.75 -26.44 0.77 -0.59
O -36.01 -28.12 0.24 -0.59
F -35.42 -25.95 0.70 -0.06
N -32.97 -28.21 7.62 -0.29
S -33.45 -29.16 6.49 0.86
O -33.33 -30.55 6.81 -0.63
O -33.29 -28.76 5.07 -0.31
F -35.02 -28.95 6.76 -0.30
S -31.38 -28.07 7.04 0.83
O -31.09 -26.89 6.19 -0.18
O -30.72 -29.33 6.78 -0.45
F -30.64 -27.53 8.45 -0.44
```

The calculation puts the gap between HOMO and LUMO at 4.99 eV. For the relative energy (zero: lowest compared OMol25 entry of this formula, charge and spin), the calculation gives 2123.9 kJ/mol. As for the total charge: +8. The value obtained for the LUMO energy is -14.6 eV.